#A
Here is one molecule with the formula C7H9N from the OMol25 dataset. Energies are from wB97M-V/def2-TZVPD.

* structure (SMILES): C=Cc1cc[nH]c1C
* multiplicity: 1
* Kohn-Sham gap: 0.31861 Ha

Last column: natural (NBO) charge in e.
Positions of all 17 atoms, in Å:
N  0.98  -1.04  -1.19  -0.4994
C  -0.51  -2.11  0.46  -0.6459
C  -1.33  2.20  0.87  -0.4132
C  0.24  -0.92  -0.03  0.1520
C  0.24  0.43  0.28  -0.1491
C  1.08  1.11  -0.65  -0.2874
C  1.56  0.16  -1.51  -0.0733
C  -0.78  1.02  1.17  -0.1807
H  1.27  2.16  -0.73  0.2245
H  -1.11  0.34  1.94  0.2023
H  2.23  0.25  -2.35  0.2086
H  -0.32  -2.31  1.52  0.2256
H  -1.81  2.81  1.64  0.1953
H  -1.15  2.72  -0.06  0.1937
H  1.27  -1.89  -1.64  0.4040
H  -1.58  -1.93  0.38  0.2255
H  -0.29  -3.01  -0.11  0.2178

#B
Here is one molecule with the formula C7H9N from the OMol25 dataset. Energies are from wB97M-V/def2-TZVPD.

* structure (SMILES): C=Cc1cc[nH]c1C
* multiplicity: 1
* Kohn-Sham gap: 0.32400 Ha

Last column: natural (NBO) charge in e.
Positions of all 17 atoms, in Å:
N  -0.30  -0.83  1.72  -0.5133
C  -0.34  0.14  -0.26  -0.1533
C  -0.50  1.49  -2.35  -0.4018
C  -1.62  -0.65  1.39  -0.0619
C  0.17  0.68  -1.52  -0.1847
C  0.49  -0.43  0.66  0.1572
C  -1.70  -0.02  0.20  -0.2848
C  1.98  -0.51  0.79  -0.6488
H  -1.41  1.97  -2.02  0.1904
H  -2.55  0.26  -0.39  0.2250
H  1.09  0.23  -1.89  0.1986
H  -0.01  -1.54  2.37  0.4021
H  2.42  -1.21  0.09  0.2219
H  -0.05  1.78  -3.29  0.1972
H  2.29  -0.77  1.80  0.2187
H  -2.37  -1.06  2.06  0.2084
H  2.41  0.47  0.63  0.2293

#C
Here is a 2-piece molecular cluster, C7H9N overall from the OMol25 dataset. Energies are from wB97M-V/def2-TZVPD.

* structure (SMILES): c1ccncc1.C=C
* multiplicity: 1
* Kohn-Sham gap: 0.37765 Ha

Last column: natural (NBO) charge in e.
Positions of all 17 atoms, in Å:
N  0.43  0.07  1.61  -0.4288
C  0.61  -1.12  1.00  0.0270
C  1.79  -0.15  -0.88  -0.1956
C  1.30  -1.24  -0.18  -0.2461
C  0.59  1.12  0.91  0.0562
C  -1.86  0.68  -0.37  -0.4097
C  1.43  1.07  -0.26  -0.2432
C  -2.26  -0.58  -0.23  -0.4002
H  -1.76  1.29  0.52  0.1905
H  0.12  2.17  1.11  0.1923
H  -2.09  -1.33  -1.09  0.1911
H  -2.95  -1.01  0.59  0.2136
H  1.70  2.15  -0.55  0.2149
H  0.38  -2.02  1.45  0.1936
H  1.53  -2.22  -0.62  0.2147
H  -1.20  1.17  -1.21  0.2085
H  2.26  -0.07  -1.79  0.2212

Most stable of them? #B.

#A
Here is one molecule with the formula C7H9N from the OMol25 dataset. Energies are from wB97M-V/def2-TZVPD.

* structure (SMILES): C/C=C/c1cc[nH]c1
* multiplicity: 1
* Kohn-Sham gap: 0.33273 Ha

Last column: natural (NBO) charge in e.
Positions of all 17 atoms, in Å:
N  1.47  0.54  2.46  -0.5014
C  0.50  -0.41  2.70  -0.0791
C  -1.45  -0.05  -2.82  -0.6543
C  0.12  0.14  -0.93  -0.1837
C  -0.07  -0.70  1.48  -0.2874
C  -1.12  0.06  -1.39  -0.1868
C  0.61  0.04  0.45  -0.1501
C  1.52  0.81  1.13  -0.0470
H  0.99  0.04  -1.60  0.1907
H  -1.87  0.07  -0.61  0.2023
H  -0.82  -1.47  1.39  0.2199
H  -1.58  0.80  -3.49  0.2233
H  2.15  0.81  3.13  0.4077
H  2.33  1.41  0.75  0.2055
H  -2.41  -0.57  -2.91  0.2140
H  0.40  -0.84  3.68  0.2106
H  -0.76  -0.67  -3.40  0.2158

#B
Here is one molecule with the formula C7H9N from the OMol25 dataset. Energies are from wB97M-V/def2-TZVPD.

* structure (SMILES): C1=C[C@H]2NC[C@H]3[C@@H]1[C@H]32
* multiplicity: 1
* Kohn-Sham gap: 0.35186 Ha

Last column: natural (NBO) charge in e.
Positions of all 17 atoms, in Å:
N  -0.47  0.57  1.48  -0.6103
C  0.21  -0.81  -1.23  -0.2647
C  0.34  -1.23  0.22  -0.2265
C  1.35  0.95  -0.13  -0.2253
C  -1.45  0.40  0.42  -0.2390
C  0.98  0.51  -1.34  -0.1816
C  0.79  0.05  0.93  -0.0987
C  -1.01  -0.85  -0.31  -0.2149
H  -1.75  -1.60  -0.60  0.2289
H  -1.57  1.24  -0.24  0.1777
H  -2.40  0.23  0.87  0.1988
H  1.09  1.02  -2.30  0.2119
H  1.49  -0.13  1.75  0.2053
H  -0.40  1.49  1.90  0.3673
H  0.66  -2.19  0.58  0.2300
H  1.84  1.92  0.04  0.2148
H  0.28  -1.56  -2.04  0.2263

Most stable of them? #A.

#A
Here is a 2-piece molecular cluster, C7H9N overall from the OMol25 dataset. Energies are from wB97M-V/def2-TZVPD.

* structure (SMILES): c1ccncc1.C=C
* multiplicity: 1
* Kohn-Sham gap: 0.30587 Ha

Last column: natural (NBO) charge in e.
Positions of all 17 atoms, in Å:
N  1.19  0.70  0.95  -0.4319
C  0.37  -1.80  0.14  -0.1794
C  -1.21  1.65  -1.39  -0.4712
C  0.04  -0.66  -0.58  -0.2634
C  0.46  0.55  -0.14  0.0173
C  -1.66  1.04  -0.27  -0.3502
C  1.24  -1.70  1.22  -0.2627
C  1.68  -0.38  1.53  0.0496
H  -1.10  1.10  -2.33  0.1995
H  -0.52  -0.68  -1.50  0.2174
H  -1.60  1.62  0.67  0.2157
H  2.26  -0.25  2.37  0.1807
H  -2.19  0.08  -0.23  0.2225
H  0.09  -2.76  -0.16  0.2102
H  -0.74  2.58  -1.42  0.2050
H  1.62  -2.54  1.76  0.2177
H  0.05  1.45  -0.63  0.2232

#B
Here is one molecule with the formula C7H9N from the OMol25 dataset. Energies are from wB97M-V/def2-TZVPD.

* multiplicity: 1
* Kohn-Sham gap: 0.24526 Ha

Last column: natural (NBO) charge in e.
Positions of all 17 atoms, in Å:
N  -1.99  -0.57  0.45  -0.6546
C  -0.62  1.42  1.19  -0.6847
C  0.32  -0.24  -0.49  -0.1870
C  -2.01  -1.06  -0.99  -0.2189
C  1.61  -0.33  0.02  -0.2181
C  -0.76  -0.46  -1.40  -0.1375
C  -0.80  0.19  0.32  0.3904
C  2.88  -0.57  -0.45  -0.3766
H  -1.56  1.96  1.24  0.2381
H  1.67  -0.16  1.10  0.1989
H  3.71  -0.40  0.22  0.2033
H  -0.66  0.12  -2.33  0.2205
H  2.99  -1.06  -1.41  0.1945
H  -2.85  -0.68  -1.53  0.1902
H  0.17  2.06  0.75  0.2296
H  -0.28  1.12  2.20  0.2384
H  -1.82  -1.35  1.09  0.3736

#C
Here is C7H9N as an isolated structure from the OMol25 dataset. Energies are from wB97M-V/def2-TZVPD.

* multiplicity: 1
* Kohn-Sham gap: 0.35977 Ha

Last column: natural (NBO) charge in e.
Positions of all 17 atoms, in Å:
N  0.33  0.46  -0.58  -0.4194
C  -3.23  -0.09  -0.51  -0.2399
C  0.69  1.78  0.16  -0.4231
C  0.84  -1.81  -0.20  -0.2166
C  -1.99  -0.02  -0.31  0.0193
C  1.39  -0.51  -0.67  -0.2346
C  -0.68  -0.09  0.38  -0.1852
C  -0.38  -1.58  0.38  -0.1695
H  2.39  0.04  -0.06  0.1523
H  0.76  1.85  1.44  0.1786
H  1.96  1.96  -0.25  0.1923
H  -4.18  0.19  -0.63  0.2172
H  -0.53  0.46  1.28  0.2311
H  1.71  -2.61  -0.04  0.2423
H  -1.05  -2.08  1.30  0.2436
H  0.06  2.60  -0.12  0.2088
H  1.91  -0.56  -1.57  0.2028

#D
Here is one molecule with the formula C7H9N from the OMol25 dataset. Energies are from wB97M-V/def2-TZVPD.

* structure (SMILES): C1=C[C@@H]2[C@@H]3CC[C@@H]1N23
* multiplicity: 1
* Kohn-Sham gap: 0.34379 Ha

Last column: natural (NBO) charge in e.
Positions of all 17 atoms, in Å:
N  -0.28  0.60  0.92  -0.4355
C  1.75  0.25  -0.46  -0.3876
C  -1.61  -1.19  0.10  -0.1777
C  -2.21  -0.06  -0.28  -0.2125
C  1.32  -1.02  0.32  -0.4015
C  0.45  1.26  -0.06  -0.0513
C  -1.25  1.17  0.05  -0.0891
C  -0.18  -0.72  0.17  -0.1103
H  -1.97  -2.15  0.09  0.2213
H  -1.71  2.11  0.34  0.2075
H  -0.18  -0.57  -0.89  0.1888
H  2.53  0.58  0.30  0.2094
H  1.66  -1.89  -0.22  0.2149
H  1.99  0.17  -1.42  0.2018
H  0.92  2.22  0.22  0.1902
H  -3.17  0.28  -0.49  0.2177
H  1.93  -1.06  1.32  0.2138

Most stable of them? #A.

#A
Here is one molecule with the formula C7H9N from the OMol25 dataset. Energies are from wB97M-V/def2-TZVPD.

* structure (SMILES): C#C[C@]1(C=C)CCN1
* multiplicity: 1
* Kohn-Sham gap: 0.35698 Ha

Last column: natural (NBO) charge in e.
Positions of all 17 atoms, in Å:
N  -1.25  -0.72  0.09  -0.6426
C  -0.47  2.21  0.62  -0.3780
C  0.65  -0.51  -1.55  -0.0186
C  -0.47  -1.51  0.95  -0.1938
C  0.83  -0.56  0.78  -0.3995
C  -0.03  1.51  -0.35  -0.1752
C  0.06  0.02  -0.34  -0.0247
C  0.78  -0.91  -2.69  -0.1870
H  -0.20  -2.53  0.60  0.1828
H  -0.70  -1.41  2.09  0.1783
H  -0.70  3.27  0.48  0.2095
H  -2.11  -0.31  0.29  0.3901
H  0.92  0.07  1.69  0.2051
H  1.15  -1.38  -3.53  0.2254
H  -0.54  1.82  1.68  0.1953
H  1.75  -1.04  0.49  0.2166
H  0.34  1.97  -1.30  0.2164

#B
Here is one molecule with the formula C7H9N from the OMol25 dataset. Energies are from wB97M-V/def2-TZVPD.

* structure (SMILES): C=C1C=C[C@]2(CN2)C1
* multiplicity: 1
* Kohn-Sham gap: 0.33160 Ha

Last column: natural (NBO) charge in e.
Positions of all 17 atoms, in Å:
N  1.99  0.09  0.82  -0.5599
C  2.27  -0.55  -0.47  -0.2648
C  0.26  1.29  -0.23  -0.2088
C  -0.25  -1.14  0.22  -0.4293
C  -1.48  -0.18  0.03  -0.0359
C  -2.79  -0.51  -0.12  -0.4063
C  -1.06  1.22  0.01  -0.1910
C  0.85  -0.03  -0.16  0.0471
H  2.22  1.09  0.67  0.3447
H  2.66  0.07  -1.54  0.1711
H  -0.12  -1.75  1.09  0.2445
H  2.63  -1.61  -0.70  0.2331
H  0.85  2.08  -0.43  0.2084
H  -3.72  0.21  -0.12  0.2033
H  -0.16  -1.80  -0.81  0.2161
H  -2.03  2.04  0.28  0.2381
H  -3.03  -1.51  0.10  0.1897

Most stable of them? #A.